Entry 1:
Here is C21H18N2O4S in the gas phase from OMol25. Energies are from ωB97M-V with the def2-TZVPD basis set.

Properties
Energy in a.u.: -1619.79625
HOMO in eV: -8.31
Structure (SMILES): O=C(O)c1ccc2cc(C(=O)Nc3cccn([C@@H]4CCSC4)c3=O)ccc2c1
Frontier orbital gap in eV: 8.10
E_LUMO in eV: -0.212

Each line ends with the Mulliken charge.
Positions of all 46 atoms, in Å:
O -7.091 -0.414 0.489  -0.586
C -6.414 -1.330 0.099  0.470
O -6.949 -2.515 -0.263  -0.448
C -4.933 -1.298 -0.035  0.179
C -4.203 -2.418 -0.500  -0.837
C -2.846 -2.346 -0.608  -0.937
C -2.152 -1.161 -0.262  0.762
C -0.743 -1.060 -0.370  -0.626
C -0.100 0.097 -0.030  0.416
C 1.396 0.192 -0.049  0.501
O 2.021 0.630 0.898  -0.642
N 1.976 -0.293 -1.184  -0.076
C 3.337 -0.403 -1.458  -0.334
C 4.368 -0.047 -0.649  -0.276
C 5.702 -0.239 -1.103  -0.973
C 5.923 -0.765 -2.324  -0.105
N 4.887 -1.128 -3.148  0.060
C 5.171 -1.706 -4.468  -0.623
C 5.976 -3.000 -4.405  -0.643
C 6.276 -3.347 -5.853  -0.671
S 6.702 -1.767 -6.667  -0.170
C 5.924 -0.738 -5.382  -0.686
C 3.565 -0.979 -2.779  1.215
O 2.633 -1.306 -3.515  -0.784
C -0.830 1.203 0.471  -0.739
C -2.185 1.137 0.571  -1.086
C -2.882 -0.045 0.207  0.882
C -4.287 -0.143 0.310  -0.443
H -7.906 -2.430 -0.139  0.350
H -4.730 -3.322 -0.768  0.451
H -2.279 -3.198 -0.965  0.417
H -0.183 -1.921 -0.718  0.491
H 1.393 -0.596 -1.954  0.281
H 4.167 0.376 0.322  0.585
H 6.539 0.036 -0.480  0.385
H 6.915 -0.929 -2.718  0.371
H 4.196 -1.917 -4.900  0.418
H 6.909 -2.844 -3.858  0.322
H 5.413 -3.789 -3.903  0.339
H 7.116 -4.030 -5.956  0.420
H 5.406 -3.787 -6.339  0.334
H 5.245 -0.018 -5.835  0.376
H 6.694 -0.192 -4.837  0.358
H -0.288 2.089 0.773  0.443
H -2.752 1.983 0.940  0.408
H -4.866 0.700 0.666  0.452

=====

Entry 2:
Here is a molecular structure, C21H18N5O2ReS2 from OMol25. Energies are from ωB97M-V with the def2-TZVPD basis set.

Properties
Energy in a.u.: -2108.88861
HOMO (alpha / beta) in eV: -16.82 / -16.81
Frontier orbital gap (alpha / beta) in eV: 4.12 / 3.98
2S+1: 2
Charge: +3
E_LUMO (alpha / beta) in eV: -12.699 / -12.825

Each line ends with the Mulliken charge.
Positions of all 49 atoms, in Å:
Re 1.000 -0.156 -0.436  0.978
C -1.562 2.117 4.100  -0.894
S -1.276 2.773 2.453  0.216
C -0.164 1.685 1.748  0.431
S 0.451 2.129 0.141  -0.171
N 0.336 0.634 2.342  -0.968
N 1.241 -0.026 1.662  0.309
C 2.373 -0.432 2.172  -0.446
C 3.408 -0.659 1.215  0.788
C 4.728 -0.988 1.535  -0.847
C 5.673 -1.033 0.522  -0.271
C 5.288 -0.718 -0.777  -0.802
C 3.961 -0.394 -1.025  0.152
N 3.028 -0.374 -0.072  0.042
H -2.221 2.827 4.596  0.396
H -0.624 2.055 4.644  0.344
H -2.043 1.145 4.045  0.313
H 2.543 -0.410 3.241  0.529
H 4.991 -1.209 2.558  0.498
H 6.694 -1.308 0.734  0.500
H 6.004 -0.730 -1.587  0.462
H 3.636 -0.132 -2.028  0.437
O -4.356 5.240 -1.748  -0.427
C -4.740 4.037 -1.451  0.487
O -5.866 3.724 -1.194  -0.494
C -3.687 2.920 -1.402  0.609
C -2.531 2.938 -2.172  -0.785
C -1.637 1.880 -2.087  -0.507
C -1.911 0.790 -1.257  -0.027
C -3.089 0.770 -0.511  0.011
C -3.974 1.829 -0.583  -1.056
N -0.990 -0.284 -1.137  0.103
C -1.422 -1.482 -1.354  0.128
C -0.552 -2.611 -1.114  0.283
C -0.970 -3.934 -1.255  -0.870
C -0.093 -4.960 -0.922  -0.286
C 1.184 -4.631 -0.491  -0.896
C 1.539 -3.288 -0.397  0.259
N 0.701 -2.297 -0.687  -0.394
H -3.429 5.415 -1.969  0.318
H -2.311 3.738 -2.865  0.428
H -0.752 1.900 -2.708  0.542
H -3.310 -0.072 0.126  0.597
H -4.894 1.809 -0.019  0.512
H -2.439 -1.661 -1.691  0.610
H -1.965 -4.157 -1.610  0.479
H -0.404 -5.993 -0.993  0.506
H 1.898 -5.396 -0.224  0.443
H 2.535 -3.022 -0.067  0.433

=====

Entry 3:
Here is 2 unconnected molecules or ions with the total composition C21H19Br2N2O2 from OMol25. Energies are from ωB97M-V with the def2-TZVPD basis set.

Properties
Energy in a.u.: -6219.38179
HOMO in eV: -11.28
Frontier orbital gap in eV: 6.99
Charge: +1
E_LUMO in eV: -4.290

Each line ends with the Mulliken charge.
Positions of all 46 atoms, in Å:
C 5.547 3.012 -1.370  -0.812
O 5.271 1.609 -1.165  -0.414
C 3.985 1.178 -1.232  0.798
C 3.730 -0.137 -0.785  -0.904
C 2.446 -0.563 -0.598  -0.240
C 1.324 0.257 -0.834  0.446
C 0.035 -0.329 -0.608  -0.187
C -1.166 0.459 -0.560  1.102
C -2.406 -0.129 -0.952  -0.371
C -3.531 0.655 -1.165  0.561
C -3.469 2.059 -0.987  0.205
O -4.653 2.704 -1.166  -0.483
C -5.672 1.661 -1.455  -0.342
C -4.952 0.300 -1.477  -0.670
C -2.265 2.679 -0.629  -1.360
C -1.153 1.887 -0.406  -1.083
C 1.597 1.511 -1.473  -0.546
C 2.894 1.976 -1.639  -0.652
H 6.624 3.103 -1.217  0.245
H 5.280 3.314 -2.392  0.335
H 5.009 3.637 -0.644  0.361
H 4.564 -0.769 -0.505  0.440
H 2.251 -1.553 -0.208  0.125
H -0.089 -1.360 -0.999  0.287
H -2.479 -1.207 -1.116  0.441
H -6.443 1.696 -0.671  0.278
H -6.136 1.892 -2.425  0.282
H -5.038 -0.176 -2.461  0.283
H -5.364 -0.386 -0.724  0.274
H -2.252 3.755 -0.485  0.431
H -0.221 2.384 -0.158  1.035
H 0.812 2.163 -1.839  0.737
H 3.090 2.973 -2.026  0.362
Br -0.882 -1.347 4.934  -0.211
C -0.277 -2.118 3.314  -0.503
C 0.169 -3.466 3.333  1.458
N 0.180 -4.202 4.460  -0.387
C 0.645 -4.014 2.109  -0.487
Br 1.291 -5.791 2.097  -0.193
C 0.681 -3.197 0.977  -0.253
N 0.274 -1.899 1.005  -0.258
C -0.208 -1.363 2.141  -0.350
H 0.543 -5.135 4.489  0.141
H -0.110 -3.795 5.346  0.145
H 1.063 -3.610 0.029  0.473
H -0.542 -0.320 2.137  0.459

=====

Entry 4:
Here is 3 unconnected molecules or ions with the total composition C21H19BrN2O6 from OMol25. Energies are from ωB97M-V with the def2-TZVPD basis set.

Properties
Energy in a.u.: -3946.11862
HOMO in eV: -9.73
Structure (SMILES): C[C@H](Br)CC1=CC(=O)C=CC1=O.O=[N+]([O-])c1ccccc1.O=[N+]([O-])c1ccccc1
Frontier orbital gap in eV: 8.31
E_LUMO in eV: -1.414

Each line ends with the Mulliken charge.
Positions of all 49 atoms, in Å:
C -1.484 2.731 2.059  -0.751
C -1.903 1.157 1.770  -0.106
Br -2.378 0.854 -0.161  -0.118
C -3.073 0.599 2.827  -0.532
C -2.431 -0.727 3.549  0.339
C -1.986 -0.787 4.999  -0.476
C -1.321 -2.246 5.473  0.234
O -1.576 -2.843 6.640  -0.527
C -0.326 -2.948 4.326  -0.262
C -0.762 -2.877 2.873  -0.282
C -2.213 -2.091 2.605  0.484
O -3.132 -2.542 1.739  -0.548
H -1.912 3.080 3.118  0.365
H -1.917 3.368 1.165  0.274
H -0.306 2.813 2.096  0.039
H -0.916 0.516 1.971  0.279
H -3.401 1.406 3.609  0.361
H -4.042 0.275 2.215  0.286
H -2.104 0.138 5.709  0.306
H 0.707 -3.463 4.603  0.311
H -0.138 -3.300 1.978  0.337
O -2.268 1.078 -3.595  -0.570
N -2.232 -0.147 -3.407  0.933
O -3.113 -0.793 -2.821  -0.559
C -1.064 -0.881 -3.907  0.077
C -0.026 -0.185 -4.542  -0.305
C 1.094 -0.886 -4.995  -0.485
C 1.172 -2.268 -4.818  -0.387
C 0.132 -2.960 -4.195  -0.436
C -0.991 -2.270 -3.736  -0.314
H -0.072 0.892 -4.687  0.440
H 1.907 -0.354 -5.483  0.386
H 2.050 -2.809 -5.167  0.370
H 0.200 -4.038 -4.063  0.378
H -1.791 -2.823 -3.249  0.435
O 0.972 -0.559 -0.831  -0.515
N 2.132 -0.267 -1.157  0.998
O 2.883 -1.004 -1.813  -0.591
C 2.654 1.037 -0.733  -0.239
C 1.853 1.887 0.043  0.167
C 2.364 3.116 0.464  -0.329
C 3.660 3.494 0.109  -0.437
C 4.452 2.650 -0.673  -0.479
C 3.953 1.417 -1.097  -0.375
H 0.842 1.607 0.328  0.268
H 1.753 3.779 1.072  0.374
H 4.056 4.451 0.444  0.372
H 5.460 2.953 -0.948  0.370
H 4.584 0.770 -1.703  0.442

=====

Entry 5:
Here is 2 unconnected molecules or ions with the total composition C21H19BrO2S from OMol25. Energies are from ωB97M-V with the def2-TZVPD basis set.

Properties
Energy in a.u.: -3934.17935
HOMO in eV: -5.71
Frontier orbital gap in eV: 3.05
E_LUMO in eV: -2.660

Each line ends with the Mulliken charge.
Positions of all 44 atoms, in Å:
Br 7.138 -0.455 -3.328  -0.210
C 5.254 -0.465 -3.380  0.072
C 4.572 -1.668 -3.402  -0.303
C 3.193 -1.683 -3.442  -0.586
C 2.473 -0.479 -3.457  0.060
S 0.808 -0.486 -3.496  -0.397
C 3.181 0.732 -3.437  -0.579
C 4.560 0.731 -3.398  -0.307
H 5.132 -2.587 -3.388  0.383
H 2.654 -2.615 -3.464  0.406
H 2.632 1.659 -3.456  0.412
H 5.110 1.657 -3.380  0.382
C -2.853 5.592 1.828  -0.798
O -1.557 5.367 1.325  -0.437
C -1.232 4.036 1.087  0.887
C 0.088 3.754 0.696  -0.561
C 0.509 2.474 0.469  -0.726
C -0.364 1.378 0.638  0.612
C 0.134 0.065 0.445  -0.570
C -0.431 -1.169 0.838  0.555
C 0.154 -2.370 0.377  -0.716
C -0.377 -3.584 0.703  -0.465
C -1.525 -3.695 1.507  0.755
O -2.034 -4.971 1.724  -0.433
C -3.336 -5.017 2.259  -0.804
C -2.065 -2.509 2.036  -0.488
C -1.525 -1.290 1.727  -0.783
C -1.707 1.671 0.968  -0.973
C -2.124 2.956 1.193  -0.368
H -2.981 6.665 1.977  0.241
H -3.600 5.249 1.112  0.325
H -2.972 5.087 2.787  0.353
H 0.768 4.578 0.582  0.445
H 1.529 2.281 0.181  0.430
H 1.078 -0.001 -0.065  0.354
H 1.032 -2.308 -0.244  0.385
H 0.074 -4.489 0.341  0.458
H -3.658 -6.058 2.286  0.246
H -3.341 -4.622 3.275  0.313
H -4.020 -4.454 1.621  0.365
H -2.892 -2.561 2.720  0.328
H -1.889 -0.417 2.236  0.686
H -2.435 0.882 0.967  0.683
H -3.155 3.139 1.431  0.369